1.
Below is a molecular structure, C54H49GeN5O5PS3Ti in a non-equilibrium geometry, with properties calculated with ωB97M-V with the def2-TZVPD basis set.

orbital gap (spin up / spin down)	7.04 / 6.47	eV
molar mass	1095.67	g mol⁻¹
total charge	0
expectation value of S²	0.777
total energy	-195910.597	eV
spin multiplicity	2
ΔE to the lowest compared entry with this formula, charge and spin	1.6631	eV
LUMO level (spin up / spin down)	-0.5 / -1.2	eV

Last column: Löwdin spin population.
Cartesian coordinates (Å):
Ge -4.41 -0.04 -2.19  0.00
Ti -0.18 -0.88 0.85  0.55
S 0.13 1.95 -1.10  0.28
S -0.26 -1.33 5.56  0.00
S 4.00 -0.27 -0.60  0.00
P 2.48 1.33 1.87  0.01
O 2.63 -3.60 0.11  0.00
O -1.62 -0.95 -0.55  0.01
O -1.19 0.09 2.05  0.02
O -1.64 -2.34 1.12  0.00
O 1.07 -1.97 0.00  -0.01
N 1.01 -1.62 2.53  0.01
N 5.34 -2.48 -0.09  0.00
N -2.03 -2.27 3.85  0.00
N 5.99 -1.44 -2.01  0.00
N -2.22 -3.13 6.01  0.00
C -0.65 3.75 4.32  0.00
C -1.57 -2.29 5.15  0.00
C -6.75 -1.75 -1.88  0.00
C 3.53 -0.46 5.44  0.00
C 4.17 4.19 -0.48  0.00
C -3.13 -3.94 5.55  0.00
C -3.52 -4.02 4.19  0.00
C 3.62 2.65 1.30  0.00
C -5.58 -1.56 -2.62  0.00
C 7.43 -0.18 -5.13  0.00
C 5.40 -0.66 3.96  0.00
C 5.91 1.48 -4.33  0.00
C 3.38 3.17 0.03  0.01
C 0.71 3.91 4.60  0.00
C 7.13 -0.97 -4.04  0.00
C -6.84 2.78 -4.14  0.00
C -6.92 3.83 -3.24  0.00
C 2.83 0.24 4.46  0.00
C -0.07 2.17 2.59  0.01
C -2.30 -1.61 0.29  0.01
C 4.71 0.02 2.97  0.00
C 5.59 0.69 -3.23  0.00
C -6.09 1.65 -3.83  0.00
C -0.63 -0.19 -5.02  0.00
C 4.69 3.15 2.04  0.00
C 6.21 -0.54 -3.08  0.00
C -0.57 1.22 1.57  0.04
C -4.27 -0.11 -0.23  0.00
C -1.04 2.87 3.32  0.00
C -2.94 -3.13 3.36  0.00
C -1.40 0.96 -4.92  0.00
C -2.50 0.99 -4.07  0.00
C -6.15 -3.52 -3.92  0.00
C -2.85 -0.13 -3.32  0.00
C -5.30 -2.46 -3.65  0.00
C 5.14 -1.42 -0.95  0.00
C 5.23 4.69 0.26  0.00
C -0.97 -1.32 -4.28  0.00
C 6.82 1.06 -5.29  0.00
C 4.83 -0.89 5.20  0.00
C 3.42 0.51 3.22  0.00
C -7.30 -3.70 -3.17  0.00
C -6.25 3.76 -2.03  0.00
C 5.49 4.17 1.52  0.00
C -2.07 -1.28 -3.44  0.00
C 1.27 2.32 2.86  0.00
C -0.19 1.20 0.26  0.04
C 1.65 3.20 3.88  0.00
C -7.60 -2.81 -2.15  0.00
C -3.78 -1.42 0.39  0.00
C -5.50 2.63 -1.72  0.00
C 1.80 -2.90 0.62  0.00
C 1.46 -2.97 2.11  0.00
C -5.41 1.56 -2.61  0.00
H 2.56 2.77 -0.56  0.01
H 1.02 4.59 5.38  0.00
H -2.32 -2.17 -2.87  0.00
H 6.41 -1.01 3.75  0.00
H 6.31 4.55 2.11  0.00
H 4.57 -2.65 0.53  0.00
H 4.88 1.04 -2.50  0.00
H 6.59 -2.25 -2.06  0.00
H -1.13 1.84 -5.50  0.00
H 1.82 0.57 4.67  0.00
H -4.97 2.59 -0.77  0.00
H -6.04 0.83 -4.54  0.00
H 2.70 3.31 4.12  0.00
H -7.37 2.83 -5.09  0.00
H 5.79 -3.31 -0.44  0.00
H 0.64 -3.68 2.22  0.00
H -4.24 -4.74 3.84  0.00
H 0.23 -0.21 -5.68  0.00
H 5.85 5.48 -0.13  0.00
H -8.51 -2.93 -1.56  0.00
H 5.16 0.19 2.00  0.00
H -4.25 -2.28 -0.10  0.00
H -3.15 -3.04 2.30  0.00
H -5.92 -4.21 -4.73  0.00
H 7.61 -1.94 -3.93  0.00
H -4.02 -1.47 1.45  0.00
H 4.92 2.75 3.02  0.00
H 0.61 -1.60 3.47  0.00
H -7.01 -1.05 -1.08  0.00
H -1.62 -1.58 3.22  0.00
H 7.05 1.68 -6.14  0.00
H -3.61 -4.58 6.28  0.00
H -3.63 0.71 0.12  0.00
H 3.06 -0.65 6.39  0.00
H -1.40 4.30 4.88  0.00
H -0.37 -2.22 -4.36  0.00
H 1.85 -1.03 2.59  0.00
H -4.41 -2.32 -4.25  0.00
H 5.38 -1.41 5.97  0.00
H -2.08 2.72 3.09  0.00
H -7.97 -4.53 -3.38  0.00
H 8.15 -0.53 -5.86  0.00
H -7.51 4.71 -3.48  0.00
H 3.96 4.59 -1.47  0.00
H -5.28 0.08 0.13  0.00
H 2.33 -3.34 2.65  0.00
H -6.31 4.58 -1.33  0.00
H -3.09 1.90 -4.00  0.00
H 5.42 2.44 -4.44  0.00

2.
Below is a molecular structure, C54H50N4O7Pb, with properties calculated with ωB97M-V with the def2-TZVPD basis set.

orbital gap	4.61	eV
molar mass	1074.21	g mol⁻¹
total charge	+2
total energy	-82334.290	eV
ΔE to the lowest compared entry with this formula, charge and spin	0.0000	eV
LUMO level	-7.4	eV

Last column: Löwdin charge in e.
Cartesian coordinates (Å):
Pb 0.31 0.01 -0.22  1.54
O 3.12 -1.36 0.05  -0.25
O -7.30 -2.28 -5.13  -0.05
O 1.05 -2.63 -1.48  -0.22
O 1.48 -0.23 -3.00  -0.29
O 0.87 7.81 -4.45  -0.05
O 2.32 -7.53 2.46  -0.01
O 1.88 4.47 7.93  -0.05
N 0.09 2.20 0.79  0.00
N -1.54 -1.49 0.02  0.02
N 0.13 -0.39 2.15  0.02
N -1.54 1.13 -1.33  0.01
C 0.14 -0.31 4.44  0.03
C -0.11 -1.60 2.64  -0.24
C 1.67 -6.39 2.38  -0.25
C -2.47 0.51 -2.10  -0.23
C -1.45 -2.61 0.78  -0.25
C -2.76 1.32 -3.25  0.02
C -0.72 6.44 -3.46  0.03
C 2.23 8.15 -4.71  -0.05
C 1.26 4.87 -2.32  -0.02
C 0.72 -6.29 1.34  0.04
C 0.16 3.28 -0.06  -0.25
C -2.55 -3.48 0.52  0.00
C -5.16 -2.84 -4.16  0.01
C 2.92 4.00 8.80  -0.04
C 1.63 3.78 6.82  -0.27
C 0.02 -5.14 1.17  0.01
C 1.52 -1.48 -3.65  -0.21
C -2.00 2.44 -3.14  0.02
C -1.27 2.32 -1.91  -0.22
C 0.53 2.63 1.98  -0.20
C -5.25 -0.35 -2.91  -0.02
C 0.63 6.74 -3.68  -0.27
C -4.14 -1.20 -2.69  -0.20
C 2.30 2.62 6.44  0.01
C 0.60 1.81 3.18  0.01
C 3.43 -2.34 -0.93  -0.18
C 0.71 -2.48 -2.85  -0.17
C -3.29 -2.88 -0.46  0.01
C 0.94 2.49 4.43  -0.20
C -7.34 -3.57 -5.76  -0.04
C -3.03 -0.77 -1.84  0.01
C 0.60 4.28 6.01  0.03
C 1.89 -5.30 3.24  0.03
C -0.08 4.52 -2.13  -0.20
C 0.34 0.44 3.24  -0.22
C -4.13 -2.44 -3.32  -0.02
C 1.62 5.96 -3.10  0.01
C 3.36 -1.80 1.38  -0.08
C -0.12 -1.59 4.07  -0.01
C -1.07 5.34 -2.71  -0.02
C -6.25 -1.99 -4.35  -0.27
C 0.69 4.42 0.63  0.03
C 1.95 1.98 5.26  -0.02
C -6.29 -0.75 -3.71  0.03
C -2.61 -1.67 -0.81  -0.21
C 2.45 0.68 -3.51  -0.08
C 0.18 -4.02 2.05  -0.14
C -0.39 3.32 -1.35  0.01
C 0.93 4.01 1.91  0.01
C -0.45 -2.77 1.80  0.03
C 3.33 -7.69 3.47  -0.01
C 0.28 3.66 4.83  -0.02
C 1.17 -4.15 3.06  0.00
C 2.26 -3.29 -1.15  -0.16
H -5.30 0.60 -2.40  0.13
H 0.82 5.40 0.22  0.13
H 3.06 -1.00 2.05  0.09
H 3.11 2.22 7.04  0.11
H 2.03 4.28 -1.85  0.12
H 0.79 -3.45 -3.36  0.14
H 0.07 5.17 6.34  0.13
H -0.39 -2.42 4.71  0.13
H 3.88 4.00 8.29  0.10
H -4.23 -3.22 -0.86  0.12
H 4.30 -2.93 -0.63  0.14
H -6.52 -3.68 -6.47  0.10
H 2.77 -2.70 1.63  0.07
H 1.33 4.61 2.71  0.12
H 2.39 1.59 -2.91  0.08
H 2.55 -1.82 -3.78  0.12
H -8.28 -3.61 -6.29  0.10
H 2.51 -4.04 -1.91  0.14
H 2.20 9.01 -5.37  0.10
H -0.52 4.06 4.22  0.13
H -0.64 -5.08 0.32  0.12
H -3.28 -3.10 -3.18  0.12
H 2.67 6.19 -3.24  0.11
H 2.94 4.70 9.63  0.10
H -2.82 -4.37 1.07  0.12
H 4.09 -6.91 3.39  0.10
H -1.95 3.26 -3.84  0.11
H -7.30 -4.37 -5.02  0.10
H -0.33 -2.17 -2.86  0.12
H 4.41 -2.03 1.54  0.10
H 2.25 0.93 -4.55  0.10
H 2.74 7.32 -5.21  0.10
H 1.07 -1.42 -4.65  0.14
H 3.69 -1.81 -1.84  0.12
H -7.16 -0.12 -3.86  0.13
H 2.69 3.00 9.18  0.10
H -2.12 5.13 -2.52  0.13
H 3.46 0.27 -3.42  0.09
H 2.49 1.09 4.96  0.12
H 2.76 8.41 -3.79  0.10
H 1.37 -3.33 3.72  0.11
H 2.62 -5.36 4.04  0.12
H -3.43 1.06 -4.06  0.12
H 2.87 -7.67 4.46  0.11
H 2.07 -3.81 -0.21  0.11
H 3.78 -8.66 3.30  0.10
H 0.15 0.09 5.45  0.13
H -1.48 7.10 -3.87  0.13
H -5.10 -3.79 -4.66  0.11
H 0.59 -7.14 0.68  0.14

3.
Below is a molecular structure, C54H51BClF4InO5P2 in a non-equilibrium geometry, with properties calculated with ωB97M-V with the def2-TZVPD basis set.

orbital gap	7.56	eV
molar mass	1079.02	g mol⁻¹
total charge	0
total energy	-114881.541	eV
LUMO level	-0.6	eV

Last column: Löwdin charge in e.
Cartesian coordinates (Å):
In -2.14 -11.17 -21.33  1.17
Cl -1.55 -14.12 -20.83  0.72
P -0.51 -6.84 -18.27  1.14
P 2.25 -10.34 -17.59  1.15
F -5.77 -9.68 -20.73  0.18
F -5.37 -9.35 -22.93  0.18
F -4.39 -11.14 -21.83  0.08
F -3.67 -9.11 -21.48  0.13
O -0.50 -13.13 -20.76  -0.38
O 1.40 -7.81 -16.17  -0.04
O -1.93 -14.53 -19.54  -0.26
O -2.76 -13.43 -21.47  -0.38
O -1.16 -15.20 -21.73  -0.30
C -2.59 -6.61 -16.27  -0.07
C -0.92 -11.83 -23.73  -0.20
C -2.39 -3.81 -20.48  -0.07
C 4.45 -9.79 -15.94  -0.10
C -3.31 -10.58 -17.24  -0.08
C -1.72 -10.60 -23.74  -0.22
C 0.95 -6.56 -15.86  -0.29
C 0.10 -9.46 -22.63  -0.21
C -2.05 -10.79 -19.25  -0.22
C 1.10 -6.05 -14.57  -0.02
C 2.06 -14.94 -16.90  -0.08
C 1.30 -13.00 -23.50  0.00
C 2.67 -12.79 -16.03  -0.08
C 2.72 -8.18 -15.90  -0.25
C 4.53 -11.17 -19.17  -0.10
C -2.95 -10.54 -24.57  -0.03
C -1.12 -9.40 -23.25  -0.22
C 2.33 -10.42 -22.30  -0.01
C -3.27 -7.56 -18.37  -0.14
C -2.20 -10.49 -16.46  -0.07
C 0.13 -4.84 -20.18  -0.11
C -3.29 -10.80 -18.62  -0.09
C 5.64 -10.92 -19.99  -0.07
C -0.90 -10.70 -18.48  -0.15
C -0.28 -4.60 -16.53  -0.11
C -2.16 -4.86 -19.58  -0.09
C 0.92 -10.59 -22.78  -0.15
C -1.78 -8.07 -23.43  -0.01
C -0.98 -10.64 -17.09  -0.09
C -3.88 -6.71 -15.81  -0.09
C -4.89 -7.12 -16.65  -0.08
C -0.92 -5.45 -19.45  -0.38
C -4.59 -7.54 -17.92  -0.08
C 3.79 -8.94 -19.41  -0.13
C 4.97 -7.61 -15.16  -0.06
C 3.13 -9.44 -16.25  -0.28
C 0.57 -4.78 -14.27  -0.04
C -0.08 -3.73 -20.98  -0.11
C 2.60 -14.18 -15.88  -0.08
C 3.62 -10.20 -18.85  -0.37
C 4.88 -8.64 -20.21  -0.07
C 1.69 -12.94 -18.21  -0.12
C 5.37 -8.93 -15.38  -0.08
C 2.21 -12.15 -17.20  -0.36
C 5.81 -9.65 -20.49  -0.09
C -1.34 -3.25 -21.17  -0.11
C 0.16 -5.89 -16.83  -0.29
C -0.12 -4.09 -15.27  -0.09
C 0.57 -8.24 -21.90  -0.02
C -1.42 -13.06 -24.44  -0.02
C 0.39 -11.76 -23.30  -0.18
C 1.61 -14.32 -18.07  -0.06
C -2.24 -7.10 -17.56  -0.33
C 3.65 -7.23 -15.42  -0.01
B -4.85 -9.77 -21.74  -1.34
H -4.23 -10.88 -19.08  0.09
H -0.85 -4.01 -17.26  0.12
H 1.95 -16.00 -16.82  0.10
H 2.29 -12.74 -23.77  0.06
H 0.94 -13.71 -24.28  0.08
H 0.66 -4.34 -13.31  0.09
H -3.60 -9.75 -24.24  0.05
H -1.34 -14.00 -23.84  0.09
H 0.77 -3.28 -21.55  0.12
H -2.70 -10.37 -25.63  0.12
H 2.40 -10.86 -21.32  0.08
H 1.32 -12.48 -19.11  0.08
H -3.10 -7.92 -19.37  0.09
H 6.68 -9.44 -21.08  0.09
H 1.22 -8.56 -21.08  0.08
H -3.01 -5.21 -19.04  0.09
H -3.57 -11.46 -24.55  0.10
H 1.12 -7.63 -22.59  0.10
H 1.36 -13.55 -22.54  0.10
H -4.13 -6.35 -14.84  0.10
H -1.05 -7.41 -23.86  0.10
H 2.90 -14.62 -14.93  0.10
H 6.35 -11.72 -20.21  0.11
H -0.78 -13.25 -25.28  0.09
H 6.37 -9.23 -15.14  0.10
H 3.11 -8.17 -19.08  0.10
H -1.50 -2.49 -21.87  0.09
H 4.99 -7.64 -20.58  0.10
H -3.43 -3.46 -20.54  0.11
H 2.68 -9.38 -22.23  0.08
H -2.29 -10.27 -15.43  0.11
H -2.09 -7.63 -22.47  0.09
H 4.80 -10.79 -16.24  0.11
H -5.32 -7.89 -18.67  0.12
H 1.18 -5.15 -20.09  0.10
H 4.44 -12.13 -18.68  0.10
H -0.11 -10.53 -16.47  0.07
H 1.19 -14.95 -18.84  0.10
H 3.28 -6.23 -15.24  0.10
H -2.68 -8.02 -24.05  0.10
H -0.22 -7.64 -21.49  0.05
H 3.05 -12.17 -15.24  0.09
H 3.05 -10.94 -22.92  0.09
H -4.27 -10.46 -16.77  0.11
H -0.47 -3.09 -15.07  0.10
H -2.42 -12.98 -24.83  0.07
H -5.90 -7.09 -16.27  0.10
H 1.68 -6.60 -13.84  0.12
H 5.67 -6.88 -14.77  0.11
H 0.06 -10.55 -18.98  0.05
H -1.85 -6.20 -15.59  0.09

4.
Below is a molecular structure, C54H51InN7O4 in a non-equilibrium geometry, with properties calculated with ωB97M-V with the def2-TZVPD basis set.

orbital gap (spin up / spin down)	4.99 / 4.91	eV
molar mass	976.87	g mol⁻¹
total charge	+1
total energy	-80611.003	eV
ΔE to the lowest compared entry with this formula, charge and spin	1.5633	eV
LUMO level (spin up / spin down)	-3.5 / -3.5	eV

Last column: Löwdin charge in e.
Cartesian coordinates (Å):
In 0.57 -0.28 -0.38  1.01
O 6.10 3.63 5.95  -0.09
O -0.73 8.60 -3.28  -0.09
O -7.29 -1.94 -4.92  -0.09
O -1.17 -8.03 4.54  -0.08
N 2.21 0.35 -2.13  -0.11
N 1.11 1.84 0.32  0.05
N 0.91 -0.76 1.83  0.03
N 0.82 -2.22 -2.05  -0.09
N 3.07 -1.95 -0.31  -0.07
N -1.24 -1.66 0.00  0.02
N -1.12 1.09 -1.37  0.06
C -0.70 7.37 -2.78  -0.29
C -6.28 -1.48 -4.11  -0.24
C -3.42 -2.35 0.15  -0.02
C -0.70 2.23 -2.02  -0.27
C 3.34 1.41 4.75  -0.05
C 2.69 -3.33 -0.58  -0.18
C -0.36 4.72 -1.78  -0.19
C -4.87 0.14 -3.01  -0.02
C 4.03 -1.34 -1.22  -0.18
C 1.75 -2.22 3.37  0.02
C -0.14 3.33 -1.37  -0.05
C -4.05 -0.89 -2.47  -0.20
C 0.56 6.96 -2.27  0.03
C -2.39 -8.37 5.22  -0.06
C 1.78 3.58 1.71  0.00
C 0.47 -5.24 2.69  -0.02
C -1.48 8.84 -4.48  -0.05
C 1.96 -0.14 2.53  -0.21
C 2.30 1.26 2.50  -0.04
C 1.80 -0.26 -3.42  -0.16
C 0.68 3.04 -0.19  -0.22
C -2.00 1.06 -3.46  -0.03
C 0.68 5.67 -1.77  -0.04
C 6.11 3.38 7.37  -0.06
C 4.23 2.74 2.99  -0.05
C 1.47 -3.47 -1.59  -0.16
C -5.45 -2.55 -3.59  0.03
C -1.55 -4.44 3.72  -0.06
C 5.16 2.95 5.19  -0.23
C 0.16 -6.45 3.30  0.00
C 1.31 -1.76 -3.39  -0.15
C -2.00 0.42 -2.20  -0.25
C -0.50 -4.21 2.84  -0.19
C -1.90 -5.68 4.13  -0.02
C 5.17 3.27 3.82  0.01
C 4.17 2.04 5.63  -0.01
C -1.35 -2.64 1.05  -0.18
C 1.01 4.12 0.70  0.01
C 3.64 0.11 -1.77  -0.16
C -2.85 -0.62 -1.69  -0.03
C -8.04 -0.97 -5.64  -0.07
C 1.72 2.16 1.54  -0.21
C -2.72 -2.97 1.18  -0.01
C -1.60 5.17 -2.26  -0.02
C -0.29 -2.95 2.02  -0.03
C -5.96 -0.15 -3.80  -0.02
C 3.30 1.79 3.42  -0.22
C -1.79 6.45 -2.75  0.00
C 0.75 -2.05 2.35  -0.24
C -1.04 -6.76 4.01  -0.24
C -4.40 -2.21 -2.76  -0.04
C -2.53 -1.51 -0.57  -0.21
C 2.52 -1.07 3.46  -0.02
C -1.19 2.18 -3.40  0.01
H -1.39 9.92 -4.67  0.10
H -3.89 -3.05 -2.28  0.12
H 1.90 -3.11 3.92  0.10
H -2.52 8.51 -4.32  0.08
H 2.10 4.08 2.63  0.13
H 3.42 -2.01 0.65  0.12
H -3.14 -8.70 4.51  0.09
H 0.95 0.37 -3.77  0.10
H 2.40 -3.79 0.33  0.08
H 0.57 -1.90 -4.17  0.12
H -5.80 -3.51 -3.81  0.11
H 6.80 2.57 7.52  0.09
H -2.86 -7.52 5.73  0.07
H 6.51 4.33 7.77  0.10
H -2.18 -9.18 5.92  0.10
H 3.86 0.75 -0.87  0.12
H 4.10 -1.97 -2.17  0.13
H 3.49 -0.94 3.93  0.12
H -6.49 0.66 -4.29  0.10
H 4.24 2.85 1.88  0.14
H -0.96 2.85 -4.22  0.12
H 0.67 5.14 0.63  0.11
H 5.88 4.00 3.52  0.12
H 4.07 1.79 6.73  0.13
H 1.64 5.30 -1.40  0.12
H 4.32 0.28 -2.66  0.13
H 2.05 1.37 -2.19  0.11
H 0.67 -4.03 -1.07  0.11
H 2.59 0.61 5.00  0.13
H -4.51 -2.47 0.02  0.13
H -8.32 -0.07 -5.01  0.11
H -2.67 0.80 -4.27  0.11
H -2.78 6.74 -3.07  0.11
H 2.18 -2.36 -3.71  0.11
H 0.95 -7.16 3.31  0.11
H 5.10 3.22 7.83  0.10
H -3.13 -3.60 2.01  0.12
H -2.25 -3.66 3.88  0.11
H -1.09 8.25 -5.34  0.11
H -2.85 -5.86 4.69  0.12
H 5.08 -1.37 -0.87  0.12
H -4.60 1.18 -2.80  0.13
H -2.43 4.46 -2.39  0.13
H 2.60 -0.26 -4.20  0.13
H -7.50 -0.76 -6.58  0.10
H -0.18 -2.47 -2.11  0.10
H 3.47 -3.97 -1.01  0.11
H 1.79 -4.17 -2.46  0.14
H 1.31 -5.24 1.96  0.12
H 1.38 7.65 -2.24  0.12
H -8.97 -1.52 -5.89  0.10

Question: Number 2 is which compound?
Answer: C54H50N4O7Pb